Entry 1:
The following is a quantum chemistry calculation of a molecular structure, C17H19CuNO4P2, from OMol25.

XYZ file:
```
44
Properties=species:S:1:pos:R:3:forces:R:3:mulliken_charge:R:1
Cu 1.150107 0.310958 -0.326996 -0.2 -0.1 0.2 -0.8752
P 1.497217 0.638491 1.901573 -0.1 0.0 -0.4 1.1426
P -0.105018 -1.586785 0.176169 0.1 0.2 -0.1 1.0052
O 0.343603 0.944657 -7.212672 0.1 -0.2 0.0 -0.7418
O -0.497191 1.628079 -0.146088 0.0 -0.4 0.2 -0.5237
O -1.457775 2.083849 -6.477967 -0.2 0.0 0.1 -0.7140
O -2.014329 2.589646 -1.475084 -0.1 -0.2 -0.1 -0.7283
N 0.970498 0.832708 -2.274284 0.1 0.0 0.1 -0.2362
C -0.038184 -0.139375 2.567431 0.1 0.0 0.0 0.1695
C -2.408239 -1.223121 3.569674 0.0 0.0 0.0 -0.7405
C 0.447343 -3.295135 0.547842 -0.1 -0.1 0.0 -1.2313
C -0.751043 -1.081723 1.815030 0.1 0.1 0.0 0.4297
C -0.519648 0.228290 3.821333 0.0 0.0 0.0 -0.4143
C -1.694763 -0.303815 4.323717 0.0 0.0 0.0 -0.8351
C -0.650465 1.697853 -3.792759 0.0 0.0 -0.1 -0.6082
C 0.077635 1.239333 -4.884712 0.0 -0.1 0.0 0.3134
C 1.681229 0.401880 -3.320454 0.1 0.0 0.0 -0.0546
C -1.601530 -1.866393 -0.823268 -0.1 0.0 0.0 -1.4600
C -0.408749 1.434406 -6.349211 0.2 0.3 0.0 0.4461
C -1.932062 -1.607786 2.327833 0.0 -0.1 0.0 -0.4234
C 1.290697 2.385060 2.366294 0.1 0.0 0.1 -1.3590
C 2.737725 0.040818 3.112177 0.0 0.0 0.1 -1.2285
C -0.185431 1.476321 -2.505733 -0.2 -0.1 0.0 0.7816
C 1.276140 0.580189 -4.625564 -0.1 0.1 -0.1 -0.7421
C -0.999996 1.929390 -1.278863 0.2 0.6 -0.2 0.0933
H -3.336138 -1.634988 3.945376 0.0 0.0 0.0 0.3799
H -2.237349 -2.673081 -0.452994 0.0 0.0 0.0 0.4698
H -1.288285 -2.101746 -1.841740 0.0 0.0 0.0 0.4100
H -2.497399 -2.324510 1.745436 0.0 0.0 0.0 0.2670
H 2.610157 -0.106466 -3.085775 0.0 0.0 0.0 0.4458
H 1.134797 2.538976 3.435168 0.0 0.0 0.0 0.4291
H -2.173602 -0.938165 -0.860844 0.0 0.0 0.0 0.4151
H 0.722594 -3.798532 -0.379482 0.0 0.0 0.0 0.4283
H 2.189899 2.922148 2.061416 0.0 0.0 0.0 0.3983
H -2.058248 0.008786 5.294345 0.0 0.0 0.0 0.3781
H 0.445208 2.766901 1.794228 0.0 0.0 0.0 0.3812
H 2.856786 -1.038463 3.026078 0.0 0.0 0.0 0.3401
H 2.439768 0.278710 4.135492 0.0 0.0 0.0 0.3653
H -0.333853 -3.873815 1.046033 0.0 0.0 0.0 0.3853
H 1.326406 -3.265709 1.191480 0.0 0.0 0.0 0.3528
H 3.700350 0.508662 2.907404 0.0 0.0 0.0 0.4238
H -1.584714 2.217271 -3.946332 0.0 0.0 0.0 0.5746
H 0.019713 0.957133 4.412746 0.0 0.0 0.0 0.2414
H 1.856137 0.219096 -5.463454 0.0 0.0 0.0 0.4487
```
Forces are in eV/Å.

Summary:
- energy above the lowest of the compared OMol25 structures with the same formula, charge and spin (kJ/mol) = 15.7
- molar mass (Da) = 426.8
- lowest unoccupied orbital energy (eV) = 2.21
- net charge = -1
- highest occupied orbital energy (eV) = -4.83

---

Entry 2:
The following is a quantum chemistry calculation of 15 unconnected molecules or ions with the total composition C45H120O15 in a non-equilibrium geometry, from OMol25.

XYZ file:
```
180
Properties=species:S:1:pos:R:3:forces:R:3:mulliken_charge:R:1
O 7.216613 1.397711 -4.862217 0.0 0.7 -0.2 -0.5320
O 0.623570 0.635090 1.333930 0.4 -0.2 0.7 -0.5306
O -1.249821 -1.082167 -8.949407 0.2 -0.3 0.0 -0.5341
O 4.220209 7.118943 5.174215 -0.6 1.0 -1.4 -0.5485
O 0.616154 -2.607569 5.128717 0.0 -0.5 -0.3 -0.5269
O -7.869576 -3.019710 3.531108 0.6 0.1 0.0 -0.5520
O -5.068241 0.307829 -5.945340 -0.6 -0.2 0.2 -0.5097
O 0.032090 -9.836128 1.448781 0.1 -0.8 1.0 -0.5478
O 3.617262 -6.721198 3.804541 -0.9 -0.2 -1.0 -0.5309
O -0.775968 5.323596 3.477676 0.8 -1.3 -1.1 -0.5369
O 7.769861 -8.215560 -1.922647 0.6 -2.1 -0.2 -0.5823
O -9.128690 5.642102 1.023900 -0.4 0.1 0.6 -0.5611
O -0.949847 9.693824 -2.012410 0.1 -0.3 -0.2 -0.5503
O 7.815044 4.174001 -0.664922 1.2 -0.1 0.4 -0.5420
O -7.145153 -4.202865 -3.793556 0.2 0.5 -1.0 -0.5346
C -8.348861 6.396129 0.119646 0.2 0.0 -0.6 0.5624
C -5.955201 -4.811351 -1.827525 0.3 0.5 0.8 -1.1745
C 4.360230 -7.306183 4.852693 0.5 -0.4 -1.7 0.5790
C -6.764319 -2.654816 4.369546 -0.4 0.2 0.9 0.5877
C 8.359601 -5.988721 -1.911581 -0.7 1.2 0.2 -1.2422
C -1.978604 5.769314 4.029022 0.3 0.1 0.7 0.7721
C 0.538776 0.157563 -7.785939 -0.2 0.5 0.6 -1.4453
C -5.939591 1.392342 -5.709650 0.6 2.5 -1.0 0.5124
C 0.391588 7.727851 -2.359096 0.3 0.2 0.5 -1.2163
C 0.481020 -1.051805 -0.352215 -0.4 0.0 0.4 -1.3053
C -0.198936 0.724637 -10.089636 0.8 0.6 -1.0 -1.2200
C 4.685173 -8.776346 4.380641 0.7 0.8 1.4 -1.2334
C -5.155450 2.705107 -6.077851 -0.6 0.0 0.4 -1.2807
C -7.208212 1.328591 -6.579403 -0.3 -0.3 0.1 -1.2773
C -0.970673 -4.180014 6.154315 -0.1 0.9 -1.0 -1.2229
C -0.586942 -11.256027 -0.354322 0.6 0.0 -0.5 -1.2846
C -2.859922 4.624298 4.538845 0.7 0.1 0.1 -1.3018
C -6.963366 -3.290640 5.744086 0.3 -0.5 0.0 -1.2868
C -7.467907 5.412670 -0.617981 0.4 0.4 -0.8 -1.2642
C 0.936070 9.558625 -0.574601 0.5 -0.6 -1.0 -1.3198
C 5.896139 -6.832665 -1.643147 -0.1 1.7 0.5 -1.3013
C 5.554975 4.249715 -0.133460 -0.7 0.2 0.0 -1.2030
C 7.380191 -6.997048 -1.360874 -0.2 -0.7 -0.7 0.5246
C -0.119326 8.735962 -1.328062 -0.5 0.7 0.0 0.6100
C -1.163560 0.917683 -0.218802 0.6 1.1 -1.4 -1.1719
C 6.446468 -0.502285 -3.839170 -0.3 -1.6 0.7 -1.2971
C -0.824962 -1.653478 6.743264 -0.3 -0.9 -1.0 -1.0914
C -0.709387 -2.740908 5.631616 0.1 -0.2 1.2 0.3437
C 4.738680 6.655507 6.365941 0.9 -1.1 0.7 0.6698
C 7.146586 -0.001363 -5.063824 1.6 0.2 0.0 0.6517
C 0.003121 -0.390167 -9.084844 -0.9 0.1 0.4 0.6362
C 8.561679 -0.598523 -5.259838 -0.5 -0.6 0.6 -1.3885
C -6.649682 -1.145555 4.433619 0.3 -0.5 -0.1 -1.2958
C -1.498050 6.795790 5.060224 -1.8 0.5 0.0 -1.4616
C 6.888967 6.386123 -0.788147 0.1 0.0 -0.4 -1.1474
C -9.231723 7.226215 -0.790052 -0.8 0.5 0.1 -1.3090
C 0.278759 0.452001 -0.025926 -0.5 -1.6 0.8 0.5730
C -0.077507 -8.688828 -0.590710 0.0 -1.0 -0.4 -1.1708
C -7.297968 -4.458792 -2.428688 -0.8 -1.3 0.2 0.3248
C -8.336883 -5.618627 -2.313622 -0.4 0.3 0.8 -1.2356
C 0.282680 -10.075655 0.082923 -1.5 2.0 -0.4 0.5223
C 6.870286 5.027346 -0.055297 -0.8 -0.3 -0.3 0.3738
C 5.608025 -6.440830 5.022142 0.7 -0.6 1.0 -1.2783
C 6.043206 7.395637 6.697606 0.0 -0.1 0.1 -1.3003
C 4.860683 5.123760 6.202839 0.0 0.4 0.8 -1.3108
H 5.577763 0.086580 -3.544761 0.0 0.0 -0.4 0.3197
H 1.499555 -1.416697 -0.219767 0.2 0.5 -0.4 0.3246
H 3.746489 -7.279114 5.753076 0.2 -0.3 0.3 0.1895
H 0.083630 -1.331179 -1.327984 0.3 0.3 -0.2 0.3543
H 0.680794 1.365521 -10.148291 0.4 -0.1 0.0 0.3476
H 0.241379 -7.860794 0.042346 0.6 -0.1 -0.1 0.3341
H -0.860866 -4.826839 5.283880 0.6 -0.3 0.2 0.3128
H -5.805283 -0.866657 5.063945 0.1 -0.1 0.0 0.3493
H 6.162506 -1.546530 -3.969622 -0.5 -0.1 -0.4 0.3682
H 8.229467 -5.016855 -1.435513 0.3 0.1 0.3 0.3506
H 1.167435 8.176177 -2.979718 -0.1 0.0 -0.1 0.3063
H -0.987265 1.451756 -9.894881 -0.4 -0.5 0.6 0.3004
H 7.543697 3.968745 -1.562612 -0.2 0.1 -0.1 0.3370
H -3.702001 5.108975 5.032905 -0.2 -0.4 0.0 0.3311
H 5.624715 3.276558 0.352533 0.5 0.1 0.1 0.3244
H 7.596738 -8.245164 -2.866449 -0.1 0.2 -0.1 0.3360
H 0.403649 1.546232 1.541380 0.1 0.1 0.2 0.2793
H -0.087806 5.957472 3.692715 0.0 -0.1 -0.1 0.3069
H 4.004901 6.896864 7.134970 0.0 -0.4 0.5 0.1496
H -2.347351 7.202014 5.609552 0.0 -0.1 0.4 0.3769
H 6.171698 -6.745678 5.903863 -0.2 0.0 0.4 0.3537
H 5.521203 4.776562 5.408326 0.0 0.5 -0.2 0.3151
H 0.727073 -1.150324 -9.378340 -0.1 0.1 -0.7 0.1775
H 7.501772 -7.176574 -0.292645 0.1 0.4 0.1 0.2338
H 1.343526 -10.252736 -0.094097 0.1 -0.3 -0.1 0.2202
H -5.230404 -4.001187 -1.907438 -0.1 0.2 -0.4 0.3201
H -0.062252 -1.696612 0.338564 -0.4 0.3 0.3 0.3243
H -2.588739 6.196318 3.233097 0.0 0.7 0.0 0.0925
H 5.261685 4.686482 7.117214 -0.1 0.0 0.2 0.3685
H -8.724329 -5.753441 -1.303764 0.3 0.0 0.3 0.3537
H -5.830627 -3.006274 3.930458 0.1 -0.3 -0.1 0.1937
H 7.865080 6.793954 -1.050807 0.6 -0.7 0.5 0.3253
H -5.649706 -0.408871 -5.681040 0.5 -0.9 -0.1 0.3096
H 5.350658 -5.390327 5.157452 -0.1 0.0 0.0 0.3623
H -9.981032 6.660710 -1.343996 0.3 -0.4 -0.2 0.3385
H -5.208952 2.845256 -7.157478 0.4 0.0 0.0 0.3024
H -7.768844 0.404496 -6.438600 0.1 -0.2 0.3 0.3638
H -1.074021 10.406665 -1.381507 -0.2 0.2 -0.1 0.2965
H 5.875716 8.319102 7.251901 -0.3 0.0 0.2 0.3641
H -1.662515 -11.165755 -0.202380 0.1 0.5 0.3 0.3307
H -0.757179 6.379134 5.742587 -0.1 -0.1 0.0 0.3763
H 0.533876 10.377907 0.021299 -0.3 -0.4 0.4 0.3838
H 8.127542 -5.776000 -2.955135 0.1 -0.3 -0.3 0.3140
H 4.713997 4.735569 0.361300 -0.1 0.3 -0.2 0.3293
H 6.710768 6.775118 7.295456 0.1 0.1 -0.1 0.3199
H -6.223486 -2.935801 6.461561 -0.1 0.1 0.1 0.3232
H -0.264783 -12.174409 0.136482 0.1 0.0 0.1 0.3155
H -7.535188 -0.692874 4.879780 -0.1 0.1 -0.5 0.3479
H 9.385523 -6.348895 -1.834987 -0.2 0.1 0.2 0.3218
H 0.439738 -0.544059 -6.957678 0.2 -0.3 -0.1 0.3904
H -6.605504 5.917253 -1.053594 0.2 0.1 0.2 0.3459
H -1.264038 1.942186 0.139516 0.1 0.2 0.2 0.3555
H -7.701797 -3.549225 -1.984056 0.0 0.0 0.1 0.2739
H 7.058675 5.054091 1.017969 0.8 0.4 -0.1 0.2907
H -1.868074 -1.549578 7.041969 0.1 0.1 0.5 0.3073
H -3.175814 3.984665 3.714720 -0.3 0.3 -0.2 0.3235
H -7.984732 5.041807 -1.503113 -0.3 -0.4 0.2 0.3034
H 8.453012 -1.681927 -5.310097 0.0 -0.2 0.0 0.3301
H 6.628302 -0.256837 -5.988070 -0.6 0.2 0.0 0.1476
H 3.473985 -5.780505 3.931724 0.1 0.0 0.3 0.2794
H 4.281563 8.073080 5.260590 -0.3 0.3 -0.5 0.3057
H -7.915914 2.127429 -6.357810 0.2 0.2 0.2 0.3384
H 5.345059 -9.148982 5.164077 0.1 -0.3 0.1 0.3463
H 7.850468 1.781707 -5.472443 0.0 0.0 -0.1 0.3032
H -2.354202 3.930603 5.210525 0.2 0.3 0.4 0.3206
H -0.402988 7.339729 -2.996366 -0.1 0.3 0.1 0.3239
H 0.572524 -1.770055 4.661516 0.5 0.1 -0.2 0.2914
H 6.379888 -6.520809 4.256679 -0.5 -0.1 -0.6 0.2980
H 6.533581 7.729738 5.783271 0.2 -0.4 -0.1 0.3466
H -0.452586 -11.395424 -1.426993 0.1 -0.1 -0.1 0.3633
H 7.049850 -0.632437 -2.940792 0.6 0.8 -0.1 0.3328
H -1.233700 1.047071 -1.298817 -0.7 -0.2 -0.2 0.3318
H -6.029229 -4.936908 -0.747310 -0.1 -0.5 0.0 0.3278
H -7.766857 -3.970485 3.446966 -0.4 -0.2 -0.3 0.3184
H 6.476365 6.180079 -1.775775 -0.5 0.2 -0.1 0.2595
H -1.145816 -8.489468 -0.674774 -0.2 -0.6 0.0 0.2898
H -5.500371 -5.678102 -2.307077 -0.2 -0.2 0.1 0.3013
H -6.886476 -5.052431 -4.158163 0.1 0.0 -0.5 0.3587
H -9.250124 -5.450176 -2.884338 0.2 0.5 -0.3 0.3514
H -0.770038 8.227847 -0.616375 0.1 -0.3 0.2 0.1519
H 5.634624 -6.453081 -2.630883 0.4 -0.6 -0.5 0.3510
H -7.043044 1.364799 -7.656208 0.6 0.1 0.0 0.3405
H -6.213503 1.444551 -4.655925 -0.1 -0.1 0.2 0.1977
H -2.033320 -4.306278 6.361509 0.0 0.3 0.5 0.3457
H 5.549679 -5.984825 -1.052188 -0.4 -0.2 0.5 0.3618
H -9.158280 6.180181 1.818380 -0.4 -0.3 0.2 0.3355
H -9.848056 7.867151 -0.159639 0.0 0.2 0.2 0.3189
H -0.358989 -4.455061 7.013557 0.0 -0.1 -0.2 0.3289
H 1.613532 8.911398 -0.017606 0.0 0.2 0.3 0.3083
H 0.645609 -9.163421 1.753196 0.0 0.1 0.1 0.2978
H -8.702137 7.897047 -1.466531 0.2 -0.2 -0.1 0.3458
H -1.108544 7.666550 4.532816 0.4 -0.1 -0.1 0.3990
H -4.142366 2.815645 -5.691140 0.3 -0.9 -0.3 0.3470
H 3.860951 4.722916 6.035637 0.1 -0.1 -0.1 0.3195
H 1.515980 10.089905 -1.329293 0.3 -0.1 -0.2 0.3634
H 9.205970 -0.402835 -4.402695 0.0 0.2 0.0 0.3670
H -5.568193 3.609108 -5.630064 -0.8 -0.1 0.0 0.3552
H 0.995658 1.036947 -0.602123 -0.3 0.2 -0.5 0.1708
H 5.295361 4.022406 -1.167409 -0.1 0.3 -0.2 0.3241
H -1.386418 -2.660577 4.781171 -0.4 0.6 0.1 0.2589
H -6.399977 -0.847897 3.415212 -0.5 0.6 0.1 0.3101
H 6.429180 7.271479 -0.348988 -0.7 -0.5 0.3 0.3281
H -7.987816 -6.602217 -2.627941 0.5 0.1 -0.1 0.3334
H -7.774857 7.127747 0.688288 0.5 -0.1 0.1 0.2618
H -7.975928 -3.169848 6.129118 0.0 0.5 -0.1 0.3396
H -6.835007 -4.371841 5.693057 0.1 -0.2 -0.1 0.3645
H 9.080742 -0.328017 -6.179351 -0.2 0.4 0.0 0.3978
H -0.440832 -0.693820 6.397430 -0.2 0.1 -0.2 0.3478
H 5.281873 -8.831405 3.470140 -0.2 0.5 -0.1 0.3061
H -0.141606 -1.973279 7.529930 -0.4 0.0 0.3 0.3041
H -7.117441 4.586633 0.000839 -0.2 0.1 0.0 0.3219
H 1.579876 0.455388 -7.910496 0.1 -0.1 0.1 0.3851
H 0.340159 -8.621015 -1.595230 0.1 0.2 0.0 0.3297
H -2.032663 0.395841 0.181753 0.6 -0.7 0.0 0.2968
H 0.818820 6.854595 -1.866150 0.1 0.1 0.2 0.3429
H 0.003443 1.052889 -7.469834 -0.2 0.2 -0.1 0.3386
H -1.697806 -0.852684 -8.131939 0.1 0.2 0.1 0.2998
H 5.342253 -7.738525 -1.396744 0.1 0.2 0.0 0.3325
H 3.884538 -9.512576 4.309523 -0.4 0.6 0.0 0.3272
H -0.375801 0.387430 -11.110967 0.0 -0.4 0.1 0.3244
```
Forces are in eV/Å.

Summary:
- energy above the lowest of the compared OMol25 structures with the same formula, charge and spin (kJ/mol) = 751.8
- molar mass (Da) = 901.4
- lowest unoccupied orbital energy (eV) = 0.08
- net charge = 0
- highest occupied orbital energy (eV) = -9.85

---

Entry 3:
The following is a quantum chemistry calculation of a molecular structure, CH27MnO16 in a non-equilibrium geometry, from OMol25.

XYZ file:
```
45
Properties=species:S:1:pos:R:3:forces:R:3:mulliken_spin:R:1
Mn 1.375066 -1.753140 -1.436987 -1.0 0.1 1.0 4.8819
O 0.470279 2.713123 2.882446 -0.3 0.5 0.2 0.0000
O 1.795504 -1.071091 -3.638705 3.0 -0.6 0.7 0.0177
O 2.094462 2.763923 0.027591 0.1 1.5 -0.3 -0.0006
O 2.197006 0.632481 1.940142 -0.2 -0.8 0.3 0.0003
O -2.202242 3.229354 1.488829 1.6 2.3 -1.1 0.0001
O -0.391775 3.445952 -0.700010 -0.1 -0.1 0.5 -0.0003
O -2.540044 -0.251183 2.216824 -0.4 0.1 -0.3 -0.0001
O 0.336970 2.028584 -3.248480 -0.4 1.5 0.7 0.0000
O 0.518186 0.197064 -1.333127 0.6 0.4 -0.8 0.0673
O -0.062342 -1.989449 2.719402 0.1 -2.2 2.0 0.0000
O -0.654201 0.933826 0.424413 -0.3 0.4 0.3 0.0074
O 0.331489 -1.034666 0.402079 0.3 -1.2 0.4 0.0009
O -0.597836 -1.994339 -2.575562 -0.7 1.8 -1.0 0.0174
O 2.454967 -2.837653 0.342072 0.7 -0.3 -1.5 0.0214
O -0.391879 -3.909112 -0.471525 -0.3 -0.1 -1.6 0.0141
O -2.361200 -2.670664 0.847093 -0.3 0.1 0.3 -0.0004
C 0.084087 0.027501 -0.166572 -0.5 0.6 -1.0 -0.0335
H -0.062903 -1.698606 1.825866 0.1 0.2 -1.1 -0.0002
H -0.259944 2.539230 2.289269 -0.2 0.0 -0.1 -0.0002
H -2.155298 -1.904993 1.428630 -0.1 -0.1 -0.1 -0.0003
H 0.020889 -2.979161 2.699658 -0.2 1.5 0.0 0.0001
H 1.182120 2.807784 -0.325031 0.9 0.0 -0.1 -0.0011
H 3.144922 -3.414564 -0.053629 -0.4 0.3 0.8 0.0004
H 2.496634 1.218040 1.249408 0.2 0.7 -0.6 -0.0011
H -0.740374 1.766942 -0.091715 0.0 0.0 -0.2 -0.0007
H -3.063919 -3.114792 1.343642 0.2 0.0 -0.3 0.0000
H 0.978603 -1.231198 -4.032125 -2.6 -0.3 -1.0 -0.0010
H -0.276208 3.903064 0.135473 0.0 0.0 0.9 0.0001
H 0.412351 1.515636 -4.021778 0.2 -0.8 -1.5 0.0002
H -1.265388 -1.319678 -2.877793 1.2 -0.4 0.6 0.0005
H -2.680042 3.486048 0.699458 -0.1 0.3 -0.2 0.0000
H 2.813305 -2.489623 1.175231 -0.2 0.2 -0.2 0.0008
H 1.428155 0.180615 1.563818 0.4 -0.1 0.5 0.0037
H -1.142429 -2.757985 -2.523429 -0.5 -1.4 0.3 0.0015
H -0.892190 -4.239377 -1.252510 0.7 -0.3 0.9 -0.0009
H -2.666037 2.499092 1.770537 -1.7 -2.6 1.5 0.0001
H 2.417112 -1.474510 -4.289214 -0.2 0.5 0.7 0.0026
H -1.125380 -3.486516 0.027445 0.0 0.3 0.6 0.0012
H -2.079317 0.312976 1.594281 0.2 0.1 -0.4 -0.0007
H -2.186253 0.039589 3.053828 0.2 -0.2 0.7 0.0000
H 0.454186 1.424511 -2.517103 0.1 -0.3 0.4 0.0015
H 2.372699 3.723679 -0.008731 -0.2 -1.7 0.2 -0.0001
H 1.150284 2.078644 2.647306 0.3 -0.4 0.0 -0.0001
H -0.732074 4.154640 -1.230716 -0.3 0.3 -1.2 0.0000
```
Forces are in eV/Å.

Summary:
- energy above the lowest of the compared OMol25 structures with the same formula, charge and spin (kJ/mol) = 91.1
- ⟨S²⟩ = 8.752
- multiplicity = 6
- molar mass (Da) = 350.1
- lowest unoccupied orbital energy (spin up / spin down) (eV) = -4.16 / -4.47
- net charge = +1
- highest occupied orbital energy (spin up / spin down) (eV) = -12.62 / -12.62